ORCA calculation (the ωB97M-V functional and the def2-TZVPD basis) on a cluster of 18 separate species, C53H137N21O18 in total in a non-equilibrium geometry.

Structure (XYZ):
```
229
C53H137N21O18 the ωB97M-V functional and the def2-TZVPD basis
C -23.12 -17.20 -26.25
O -22.23 -17.11 -27.09
N -22.82 -17.11 -24.92
N -24.45 -17.34 -26.48
H -23.60 -17.00 -24.29
H -21.91 -16.74 -24.71
H -24.79 -17.53 -27.41
H -25.19 -17.14 -25.82
C -32.96 -15.74 -28.53
O -31.82 -15.59 -28.08
N -33.51 -16.99 -28.60
N -33.75 -14.72 -28.94
H -33.01 -17.71 -28.09
H -34.45 -17.13 -28.93
H -33.44 -13.78 -29.13
H -34.68 -14.98 -29.22
C -28.91 -18.69 -31.08
O -28.78 -19.89 -30.88
N -29.74 -17.90 -30.35
N -28.16 -18.03 -32.00
H -30.04 -18.28 -29.46
H -29.56 -16.90 -30.40
H -27.50 -18.59 -32.52
H -28.32 -17.07 -32.22
C -29.49 -21.91 -27.57
O -29.91 -21.96 -26.40
N -28.87 -22.94 -28.17
N -29.39 -20.70 -28.19
H -28.74 -23.75 -27.59
H -28.39 -22.81 -29.04
H -30.11 -20.04 -27.90
H -29.27 -20.70 -29.21
C -26.13 -18.91 -20.46
O -26.31 -19.13 -21.66
N -25.16 -19.51 -19.72
N -26.88 -17.99 -19.78
H -24.86 -19.11 -18.85
H -24.47 -20.01 -20.26
H -27.64 -17.53 -20.23
H -26.58 -17.65 -18.88
C -31.27 -12.10 -27.51
O -31.56 -10.95 -27.21
N -31.11 -13.10 -26.61
N -31.11 -12.51 -28.81
H -31.19 -12.81 -25.64
H -31.03 -14.07 -26.85
H -31.29 -11.90 -29.58
H -30.78 -13.46 -28.89
C -32.31 -14.04 -23.26
O -32.23 -13.03 -23.95
N -31.89 -15.27 -23.72
N -32.96 -14.10 -22.06
H -32.12 -16.09 -23.19
H -31.51 -15.26 -24.65
H -32.93 -14.97 -21.57
H -33.36 -13.25 -21.70
C -32.04 -19.17 -26.23
O -31.72 -19.10 -27.43
N -32.51 -18.06 -25.58
N -32.07 -20.32 -25.56
H -32.93 -18.25 -24.68
H -32.73 -17.21 -26.05
H -32.32 -20.44 -24.59
H -31.55 -21.09 -25.98
C -30.50 -8.93 -24.99
C -29.08 -8.87 -24.43
C -29.12 -7.84 -23.28
C -27.94 -7.86 -22.31
C -27.78 -9.27 -21.80
C -27.60 -10.32 -22.90
N -28.70 -10.15 -23.84
O -28.64 -11.12 -24.89
C -26.23 -10.15 -23.59
C -27.66 -11.70 -22.21
C -28.15 -8.32 -25.52
H -31.22 -9.20 -24.21
H -30.59 -9.78 -25.67
H -30.81 -7.98 -25.41
H -29.32 -6.83 -23.65
H -30.01 -8.02 -22.66
H -28.24 -7.22 -21.47
H -27.09 -7.39 -22.80
H -28.69 -9.58 -21.26
H -27.00 -9.35 -21.04
H -26.22 -9.19 -24.09
H -25.42 -10.18 -22.86
H -26.14 -10.90 -24.38
H -26.91 -12.36 -22.66
H -27.28 -11.58 -21.20
H -28.67 -12.10 -22.27
H -27.21 -7.89 -25.15
H -28.62 -7.52 -26.08
H -27.88 -9.14 -26.18
H -29.30 -11.77 -24.63
C -28.06 -9.45 -31.09
C -26.73 -10.25 -31.22
C -25.58 -9.38 -30.72
C -25.41 -9.36 -29.20
C -25.37 -10.77 -28.63
C -26.61 -11.58 -29.07
N -26.72 -11.53 -30.51
O -27.77 -12.37 -30.98
C -26.26 -13.01 -28.61
C -27.83 -11.12 -28.26
C -26.55 -10.51 -32.71
H -28.18 -8.78 -31.94
H -28.11 -8.75 -30.25
H -28.96 -10.05 -30.96
H -24.69 -9.77 -31.21
H -25.68 -8.33 -31.00
H -26.19 -8.77 -28.71
H -24.46 -8.84 -29.05
H -25.38 -10.73 -27.54
H -24.44 -11.25 -28.92
H -27.01 -13.80 -28.73
H -25.33 -13.36 -29.06
H -26.11 -12.95 -27.53
H -28.05 -10.07 -28.40
H -28.70 -11.77 -28.35
H -27.64 -11.15 -27.18
H -27.38 -10.97 -33.24
H -25.67 -11.15 -32.86
H -26.26 -9.57 -33.19
H -28.55 -11.86 -30.71
C -18.89 -13.88 -24.92
C -19.32 -12.53 -25.54
C -19.73 -12.71 -26.99
C -21.07 -13.41 -27.16
C -22.10 -12.47 -26.51
C -21.83 -12.28 -25.01
N -20.44 -11.89 -24.83
O -20.13 -11.65 -23.47
C -22.71 -11.12 -24.56
C -22.19 -13.59 -24.25
C -18.11 -11.60 -25.45
H -19.64 -14.65 -25.12
H -18.82 -13.74 -23.84
H -17.92 -14.20 -25.31
H -19.75 -11.78 -27.57
H -18.96 -13.32 -27.48
H -21.15 -14.38 -26.65
H -21.37 -13.60 -28.19
H -23.07 -12.96 -26.66
H -22.21 -11.50 -27.00
H -22.82 -11.08 -23.47
H -22.22 -10.16 -24.75
H -23.72 -11.06 -24.97
H -22.80 -14.23 -24.90
H -21.26 -14.08 -23.99
H -22.78 -13.36 -23.36
H -18.34 -10.57 -25.74
H -17.34 -11.90 -26.16
H -17.72 -11.64 -24.44
H -20.19 -10.70 -23.35
C -28.81 -18.22 -23.89
C -27.75 -18.02 -25.00
C -28.47 -17.92 -26.36
C -29.06 -16.55 -26.65
C -28.01 -15.46 -26.38
C -27.38 -15.52 -25.00
N -26.84 -16.87 -24.83
O -25.95 -16.99 -23.74
C -26.20 -14.51 -25.04
C -28.28 -14.98 -23.89
C -26.93 -19.31 -25.07
H -29.60 -17.47 -23.94
H -28.40 -18.14 -22.88
H -29.23 -19.21 -23.98
H -27.71 -18.15 -27.11
H -29.27 -18.65 -26.40
H -29.92 -16.38 -25.99
H -29.36 -16.36 -27.68
H -28.56 -14.52 -26.34
H -27.26 -15.57 -27.16
H -25.65 -14.57 -25.98
H -26.63 -13.51 -24.89
H -25.54 -14.66 -24.18
H -28.80 -14.09 -24.26
H -29.04 -15.67 -23.53
H -27.76 -14.77 -22.95
H -27.48 -20.12 -25.55
H -26.76 -19.77 -24.10
H -26.02 -19.15 -25.65
H -26.50 -16.85 -22.95
C -20.99 -12.85 -19.25
C -22.41 -13.36 -19.36
C -23.18 -12.68 -20.49
C -24.51 -13.37 -20.89
C -24.30 -14.86 -21.09
C -23.53 -15.57 -19.96
N -22.32 -14.80 -19.68
O -21.51 -15.49 -18.75
C -24.45 -15.78 -18.73
C -23.14 -16.93 -20.56
C -23.13 -13.03 -18.02
H -20.49 -13.27 -18.38
H -20.97 -11.77 -19.08
H -20.36 -13.08 -20.11
H -23.45 -11.68 -20.17
H -22.53 -12.71 -21.37
H -24.82 -12.92 -21.83
H -25.19 -13.17 -20.06
H -23.80 -15.04 -22.05
H -25.26 -15.39 -21.14
H -25.39 -15.21 -18.68
H -24.66 -16.85 -18.68
H -23.96 -15.58 -17.77
H -22.29 -16.99 -21.24
H -22.94 -17.65 -19.76
H -23.97 -17.39 -21.09
H -22.76 -12.13 -17.55
H -22.77 -13.80 -17.31
H -24.21 -13.19 -17.98
H -22.03 -15.52 -17.93
O -29.13 -15.11 -30.10
H -29.79 -14.42 -30.21
H -28.29 -14.65 -30.17
O -26.31 -21.21 -27.61
H -27.13 -20.73 -27.46
H -26.38 -21.52 -28.52
O -29.00 -20.38 -21.32
H -28.64 -21.16 -21.75
H -28.23 -19.80 -21.19
O -24.70 -18.97 -28.90
H -25.26 -19.62 -28.45
H -24.02 -19.49 -29.33
O -23.83 -19.56 -22.89
H -23.82 -19.54 -23.85
H -24.71 -19.21 -22.64
```

Output
* gap between HOMO and LUMO: 7.67 eV
* largest force on an atom: 2.14 eV/A
* total energy: -125335.149 eV
* 2S+1: 1
* lowest unoccupied orbital energy: -0.16 eV

These are the Mulliken partial charges, in e, on atoms 1 to 99: 0.201, -0.756, -0.078, 0.543, -0.253, 0.229, 0.129, -0.835, 0.454, -0.080, -0.339, -0.364, -0.062, 0.154, 0.209, 0.158, 0.642, -0.814, -0.185, -0.384, 0.079, 0.257, 0.212, 0.169, 0.644, -0.763, -0.363, 0.215, 0.249, 0.217, -0.556, 0.393, 0.502, -0.791, -0.405, -0.218, 0.249, 0.323, 0.221, 0.213, 0.269, -0.775, 0.738, 0.078, -0.192, -0.298, 0.219, -0.253, 0.668, -0.643, -0.011, -0.448, 0.217, -0.369, 0.121, 0.273, 0.912, -0.957, -0.257, -0.337, 0.188, 0.046, 0.172, 0.212, -2.138, 1.859, -1.623, -0.668, -1.486, 2.166, -0.096, 1.410, -1.527, -1.125, -1.582, 0.419, 0.350, 0.463, 0.345, 0.430, 0.443, 0.345, 0.466, 0.426, 0.472, 0.385, -0.243, -0.498, 0.506, 0.358, 0.361, 0.564, -0.017, -0.382, -1.564, 1.835, -1.363, -0.776, -1.207